#i
The following is a quantum chemistry calculation of a cluster of 21 separate species, H41O21 in total, from the Open Molecules 2025 dataset.

Results
frontier orbital gap = 9.1776 eV
E_HOMO = -7.2 eV
LUMO level = 2.0 eV
spin multiplicity = 1
net charge = -1

```
62
H41O21, DFT ωB97M-V/def2-TZVPD
H -2.239 2.661 -1.288
O 0.630 3.628 -0.377
H -2.056 -2.516 0.198
O 4.081 2.411 2.136
O -0.017 -4.278 -2.386
H -0.413 -3.420 -2.179
H -1.067 -1.713 1.123
H 0.650 -4.711 -0.201
H 0.907 0.231 3.507
H 1.145 -2.822 4.413
O -0.790 1.005 -3.290
H -0.642 1.441 0.833
H 1.677 0.656 -0.428
O 1.504 -2.445 0.212
H 0.156 0.926 -3.066
H -2.841 -0.612 0.969
H 0.177 0.045 2.088
O -3.406 -1.638 -1.145
H -2.952 2.220 -0.062
H 0.412 2.707 -0.600
H -0.956 0.494 -2.461
O 1.515 2.402 -3.227
H -0.999 2.808 1.596
O -3.357 0.215 0.986
H 0.692 -3.984 -2.974
H 0.738 -2.327 2.987
H 2.812 -2.451 -3.557
O -0.970 -0.212 5.326
H 1.999 -1.650 -0.066
H 2.165 2.750 -3.841
H -1.175 3.807 -3.756
H 0.223 -0.008 -1.056
H -0.118 -5.589 0.724
O 4.266 1.152 -2.503
H 2.235 0.159 0.909
H 0.637 2.339 -3.608
O -2.202 1.713 3.915
H -1.778 2.412 -3.532
H -2.591 1.443 3.078
H -0.131 4.112 -0.716
O 0.505 -5.641 -0.010
O -1.987 3.371 -3.486
H 3.486 1.233 -1.930
O -1.729 -2.411 1.098
H -3.987 -1.966 -1.839
H 3.453 2.823 1.533
H -2.652 2.324 4.493
O 2.400 0.103 -0.037
H 4.693 0.486 -1.943
H 1.246 -2.852 -0.622
O 0.812 -3.103 3.561
O -0.202 0.639 -0.487
H -2.706 0.924 0.860
H -1.352 0.450 4.700
H 2.757 -1.031 -3.540
H 3.696 1.565 2.377
H -0.591 -0.743 4.605
H -3.796 -0.792 -0.880
O -2.584 3.007 -0.454
O 2.216 -1.761 -3.888
O -1.140 1.860 1.570
O 0.463 -0.374 2.908
```

The computed natural (NBO) charges, all in e, follow: atom 1 (H): 0.483, atom 2 (O): -0.980, atom 3 (H): 0.490, atom 4 (O): -0.943, atom 5 (O): -0.928, atom 6 (H): 0.467, atom 7 (H): 0.482, atom 8 (H): 0.471, atom 9 (H): 0.493, atom 10 (H): 0.457, atom 11 (O): -0.993, atom 12 (H): 0.516, atom 13 (H): 0.511, atom 14 (O): -0.970, atom 15 (H): 0.487, atom 16 (H): 0.497, atom 17 (H): 0.510, atom 18 (O): -0.974, atom 19 (H): 0.456, atom 20 (H): 0.498, atom 21 (H): 0.515, atom 22 (O): -0.966, atom 23 (H): 0.495, atom 24 (O): -0.999, atom 25 (H): 0.466, atom 26 (H): 0.499, atom 27 (H): 0.459, atom 28 (O): -0.999, atom 29 (H): 0.492, atom 30 (H): 0.486, atom 31 (H): 0.457, atom 32 (H): 0.424, atom 33 (H): 0.469, atom 34 (O): -0.950, atom 35 (H): 0.480, atom 36 (H): 0.480, atom 37 (O): -0.981, atom 38 (H): 0.497, atom 39 (H): 0.523, atom 40 (H): 0.472, atom 41 (O): -0.941, atom 42 (O): -0.975, atom 43 (H): 0.485, atom 44 (O): -0.964, atom 45 (H): 0.470, atom 46 (H): 0.481, atom 47 (H): 0.485, atom 48 (O): -1.003, atom 49 (H): 0.466, atom 50 (H): 0.450, atom 51 (O): -0.964, atom 52 (O): -1.314, atom 53 (H): 0.480, atom 54 (H): 0.491, atom 55 (H): 0.479, atom 56 (H): 0.463, atom 57 (H): 0.470, atom 58 (H): 0.501, atom 59 (O): -0.943, atom 60 (O): -0.939, atom 61 (O): -1.032, atom 62 (O): -0.996

***

#ii
The following is a quantum chemistry calculation of a cluster of 21 separate species, H41O21 in total, from the Open Molecules 2025 dataset.

Results
frontier orbital gap = 9.2295 eV
E_HOMO = -7.5 eV
LUMO level = 1.8 eV
spin multiplicity = 1
net charge = -1

```
62
H41O21, DFT ωB97M-V/def2-TZVPD
H -2.372 -0.398 -0.036
H -2.398 -2.994 -1.832
H 1.149 -0.645 0.880
H 4.031 2.121 -1.052
H -0.884 -3.890 -0.580
H 4.112 2.077 2.200
O 1.337 -2.863 3.959
O 3.482 1.279 -0.655
O -1.623 -3.398 -0.364
H -3.812 3.272 1.030
H 1.376 -3.673 -2.681
O -1.641 0.134 -0.085
H 2.964 -0.739 -0.628
O -2.856 -2.575 -2.485
H 0.967 -4.754 -0.222
O -0.442 -0.003 2.593
H -4.589 3.027 -0.473
H -2.548 1.898 2.391
H 2.189 -2.405 3.564
H -1.008 1.645 -3.660
H -0.745 -1.002 2.313
O 1.633 4.186 0.189
O 0.284 2.122 0.823
O 3.249 1.667 2.385
H -1.485 2.308 -0.540
H 0.814 -1.196 -2.368
H 4.250 -1.512 -0.984
H 1.337 -3.078 -4.191
H 1.657 3.749 1.043
O -2.336 0.029 4.304
O 1.571 -4.034 -0.600
H 0.414 1.471 0.169
O 0.899 -3.110 -3.365
H 2.002 3.946 -1.643
H -2.219 -0.826 3.829
O -4.126 3.675 0.157
H 2.782 1.067 -1.279
H 0.842 3.700 -0.224
O 1.770 3.770 -2.612
O 1.017 -0.216 0.109
O 3.454 -1.461 -0.437
H 0.977 3.508 -2.631
H -1.345 1.751 -1.932
H -1.311 -0.094 -3.502
H -0.731 0.065 1.723
H 2.721 1.659 1.499
H -1.291 -2.997 0.535
H -3.782 1.553 3.414
H 1.069 -0.523 -3.845
O 0.675 -0.323 -2.813
H -1.508 -2.798 2.505
O -3.432 1.932 2.638
H -0.898 -0.366 0.091
O -1.742 0.900 -3.505
H 1.831 -3.529 0.226
O -1.090 -2.242 1.889
H -0.107 1.552 1.566
H 0.850 -1.010 -0.386
O -1.399 2.596 -1.477
H 0.600 -2.823 3.436
H -2.977 -1.750 -2.321
H -1.608 0.568 3.949
```

The computed natural (NBO) charges, all in e, follow: atom 1 (H): 0.482, atom 2 (H): 0.486, atom 3 (H): 0.490, atom 4 (H): 0.494, atom 5 (H): 0.445, atom 6 (H): 0.461, atom 7 (O): -0.971, atom 8 (O): -0.977, atom 9 (O): -1.018, atom 10 (H): 0.506, atom 11 (H): 0.511, atom 12 (O): -0.948, atom 13 (H): 0.478, atom 14 (O): -0.954, atom 15 (H): 0.476, atom 16 (O): -1.068, atom 17 (H): 0.479, atom 18 (H): 0.489, atom 19 (H): 0.483, atom 20 (H): 0.483, atom 21 (H): 0.492, atom 22 (O): -0.989, atom 23 (O): -1.008, atom 24 (O): -0.970, atom 25 (H): 0.493, atom 26 (H): 0.492, atom 27 (H): 0.475, atom 28 (H): 0.468, atom 29 (H): 0.496, atom 30 (O): -0.987, atom 31 (O): -0.973, atom 32 (H): 0.488, atom 33 (O): -0.978, atom 34 (H): 0.496, atom 35 (H): 0.475, atom 36 (O): -0.992, atom 37 (H): 0.487, atom 38 (H): 0.503, atom 39 (O): -0.961, atom 40 (O): -0.936, atom 41 (O): -0.957, atom 42 (H): 0.449, atom 43 (H): 0.483, atom 44 (H): 0.516, atom 45 (H): 0.439, atom 46 (H): 0.504, atom 47 (H): 0.513, atom 48 (H): 0.511, atom 49 (H): 0.477, atom 50 (O): -0.968, atom 51 (H): 0.452, atom 52 (O): -0.994, atom 53 (H): 0.465, atom 54 (O): -0.988, atom 55 (H): 0.503, atom 56 (O): -1.199, atom 57 (H): 0.497, atom 58 (H): 0.470, atom 59 (O): -0.999, atom 60 (H): 0.485, atom 61 (H): 0.445, atom 62 (H): 0.498

***

On energetic grounds, #i is preferred over the next structure by 4.378 eV.

***

#i
The following is a quantum chemistry calculation of a cluster of 2 separate species, CH5N3O3 in total, from the Open Molecules 2025 dataset.

Results
SMILES string = N/N=N\O.O=CO
frontier orbital gap = 10.6494 eV
E_HOMO = -9.9 eV
LUMO level = 0.8 eV
spin multiplicity = 1

```
12
CH5N3O3, DFT ωB97M-V/def2-TZVPD
N 0.257 0.050 -0.266
H -2.150 -1.302 1.190
H 3.176 -0.799 0.454
H 2.373 0.732 0.520
N 2.443 -0.235 0.030
H -1.520 -0.286 -1.551
N 1.255 -0.677 -0.265
O -2.082 0.924 0.017
O 0.425 1.416 0.051
H -0.487 1.658 0.139
O -1.947 -1.355 0.141
C -1.742 -0.127 -0.461
```

The computed natural (NBO) charges, all in e, follow: atom 1 (N): 0.044, atom 2 (H): 0.491, atom 3 (H): 0.400, atom 4 (H): 0.376, atom 5 (N): -0.619, atom 6 (H): 0.139, atom 7 (N): 0.024, atom 8 (O): -0.695, atom 9 (O): -0.605, atom 10 (H): 0.508, atom 11 (O): -0.718, atom 12 (C): 0.654

***

#ii
The following is a quantum chemistry calculation of an isolated molecule of CH5N3O3, from the Open Molecules 2025 dataset.

Results
SMILES string = CON(N)[N+](=O)[O-]
frontier orbital gap = 9.4222 eV
E_HOMO = -9.7 eV
LUMO level = -0.3 eV
spin multiplicity = 1

```
12
CH5N3O3, DFT ωB97M-V/def2-TZVPD
H -2.271 -0.657 -0.390
H 1.158 0.559 -2.336
H 2.086 1.166 -0.968
N -1.591 -0.966 0.308
N 0.101 -0.172 1.663
C 1.116 0.910 -1.323
O -0.507 -0.830 2.465
H 0.415 1.793 -1.307
H -1.636 -1.950 0.470
O 0.982 0.596 1.756
O 0.652 -0.251 -0.796
N -0.505 -0.197 0.460
```

The computed natural (NBO) charges, all in e, follow: atom 1 (H): 0.390, atom 2 (H): 0.200, atom 3 (H): 0.174, atom 4 (N): -0.596, atom 5 (N): 0.621, atom 6 (C): -0.250, atom 7 (O): -0.392, atom 8 (H): 0.183, atom 9 (H): 0.375, atom 10 (O): -0.348, atom 11 (O): -0.426, atom 12 (N): 0.070

***

On energetic grounds, #i is preferred over the next structure by 4.085 eV.

***

#i
The following is a quantum chemistry calculation of a cluster of 2 separate species, C3H6NO2 in total, from the Open Molecules 2025 dataset.

Results
frontier orbital gap = 8.8122 eV
E_HOMO = -13.3 eV
LUMO level = -4.4 eV
spin multiplicity = 1
net charge = +1

```
12
C3H6NO2, DFT ωB97M-V/def2-TZVPD
O -1.310 -0.709 2.099
C 1.160 -0.696 -0.154
H -2.568 0.496 1.048
H -2.011 -1.066 2.803
H 2.498 -0.598 -1.650
H 0.654 2.206 -1.448
C -1.566 0.079 1.157
C 0.497 0.394 -0.387
N 0.120 1.302 -1.239
H -0.645 1.088 -1.886
H 1.189 -1.268 0.695
O 1.982 -1.229 -1.037
```

The computed natural (NBO) charges, all in e, follow: atom 1 (O): -0.598, atom 2 (C): 0.116, atom 3 (H): 0.128, atom 4 (H): 0.518, atom 5 (H): 0.516, atom 6 (H): 0.441, atom 7 (C): 0.231, atom 8 (C): 0.329, atom 9 (N): -0.706, atom 10 (H): 0.424, atom 11 (H): 0.232, atom 12 (O): -0.634

***

#ii
The following is a quantum chemistry calculation of a cluster of 2 separate species, C3H6NO2 in total, from the Open Molecules 2025 dataset.

Results
frontier orbital gap (alpha / beta) = 7.1202 / 7.1208 eV
E_HOMO (alpha / beta) = -13.1 / -13.1 eV
LUMO level (alpha / beta) = -6.0 / -6.0 eV
spin multiplicity = 1
net charge = +1

```
12
C3H6NO2, DFT ωB97M-V/def2-TZVPD
N -3.520 -0.204 0.037
C -0.523 -0.089 -0.238
C 2.828 0.082 0.232
O 1.929 -0.053 -0.659
H -1.594 0.047 -0.139
O 4.056 0.146 -0.129
H -3.489 0.833 -0.163
H -3.411 -0.653 -0.869
H 4.687 0.113 0.520
C 0.663 0.120 -0.513
H -4.142 -0.571 0.641
H 2.516 0.230 1.279
```

The computed natural (NBO) charges, all in e, follow: atom 1 (N): -1.099, atom 2 (C): -0.107, atom 3 (C): 0.742, atom 4 (O): -0.350, atom 5 (H): 0.287, atom 6 (O): -0.523, atom 7 (H): 0.381, atom 8 (H): 0.375, atom 9 (H): 0.539, atom 10 (C): 0.153, atom 11 (H): 0.388, atom 12 (H): 0.213

***

#iii
The following is a quantum chemistry calculation of a structure of composition C3H6NO2, from the Open Molecules 2025 dataset.

Results
frontier orbital gap = 11.6245 eV
E_HOMO = -15.5 eV
LUMO level = -3.9 eV
spin multiplicity = 1
net charge = +1

```
12
C3H6NO2, DFT ωB97M-V/def2-TZVPD
H 0.730 0.709 0.078
H -1.847 -1.889 1.010
O -1.083 2.098 0.100
H -2.086 -1.909 -0.612
H -0.276 2.565 0.395
H 3.698 -0.075 -1.094
C -1.405 -1.480 0.061
C -0.769 0.814 0.027
O -1.665 -0.064 0.167
N 2.088 0.716 0.244
C 2.978 0.265 -0.321
H -0.362 -1.749 -0.055
```

The computed natural (NBO) charges, all in e, follow: atom 1 (H): 0.266, atom 2 (H): 0.232, atom 3 (O): -0.597, atom 4 (H): 0.232, atom 5 (H): 0.523, atom 6 (H): 0.293, atom 7 (C): -0.263, atom 8 (C): 0.613, atom 9 (O): -0.404, atom 10 (N): -0.412, atom 11 (C): 0.308, atom 12 (H): 0.210

***

On energetic grounds, #iii is preferred over the next structure by 1.598 eV.